1.
A cluster of 2 separate species, C3H8N2O in total, computed with ωB97M-V with the def2-TZVPD basis set.

XYZ file:
```
14
Properties=species:S:1:pos:R:3:forces:R:3
N 2.567 -0.186 0.109 -0.28 -0.18 -0.39
C 1.893 -0.604 -0.824 -0.02 -0.18 -0.39
O 1.256 -0.997 -1.724 0.46 0.31 0.72
H 3.570 -0.279 0.046 0.06 0.00 -0.02
C -1.271 -0.889 0.649 -0.09 -0.14 0.02
N -0.276 0.145 0.461 -0.08 0.11 0.19
C -0.732 1.253 -0.353 -0.04 0.11 -0.12
H -0.876 -1.656 1.322 -0.08 0.09 -0.09
H -2.232 -0.526 1.060 0.16 -0.04 -0.09
H -1.470 -1.366 -0.320 -0.03 0.07 0.17
H 0.094 0.472 1.346 -0.08 -0.05 -0.11
H -0.978 0.880 -1.354 0.02 0.05 0.11
H -1.623 1.773 0.041 0.10 -0.10 -0.02
H 0.076 1.982 -0.460 -0.10 -0.04 0.02
```
Forces are in eV/Å.

The HOMO-LUMO gap is 9.7 eV. Its energy above the lowest of the compared OMol25 structures with the same formula, charge and spin is 127.09 kJ/mol. The calculation puts the max |F| at 0.9 eV/Å. Its SMILES is N=C=O.CNC. As for the multiplicity: 1.

---

2.
A cluster of 2 separate species, C3H8N2O in total, computed with ωB97M-V with the def2-TZVPD basis set.

XYZ file:
```
14
Properties=species:S:1:pos:R:3:forces:R:3
C -0.964 -1.002 0.725 0.02 0.20 -0.08
C -0.324 0.298 -1.434 0.01 -0.09 0.23
N 0.594 1.048 -0.728 0.06 0.02 0.11
C 1.365 0.476 0.221 -0.24 -0.26 -0.06
O -1.334 0.133 1.374 0.06 -0.08 -0.13
N 1.258 -0.821 0.344 -0.01 0.28 -0.06
H -1.693 0.739 0.713 0.02 -0.06 0.02
H 0.546 2.054 -0.757 0.01 -0.10 0.01
H 1.758 -1.150 1.167 0.01 0.06 -0.05
H -1.615 -1.398 -0.038 -0.02 0.04 0.02
H -0.576 -1.732 1.417 0.02 0.01 0.00
H 0.019 -0.668 -1.768 0.02 -0.01 0.02
H -0.959 0.872 -2.097 0.03 0.01 0.01
H 1.925 1.150 0.862 -0.02 -0.04 -0.03
```
Forces are in eV/Å.

The HOMO-LUMO gap (alpha / beta) is 7.4 / 7.1 eV. Its energy above the lowest of the compared OMol25 structures with the same formula, charge and spin is 488.21 kJ/mol. The calculation puts the max |F| at 0.4 eV/Å. As for the multiplicity: 1.

---

3.
An isolated molecule of C3H8N2O at a distorted geometry, computed with ωB97M-V with the def2-TZVPD basis set.

XYZ file:
```
14
Properties=species:S:1:pos:R:3:forces:R:3
C -2.129 -1.016 0.269 -0.24 0.11 -0.07
N -0.837 -0.511 -0.081 0.62 0.29 -0.17
C -0.720 0.579 -0.696 -0.92 -0.76 0.39
O 0.433 1.118 -1.059 1.89 -0.07 0.26
N 1.621 0.251 -0.774 -0.82 0.41 -0.95
C 1.985 0.284 0.626 -0.34 0.34 0.32
H -2.255 -1.994 -0.196 -0.12 0.00 0.06
H -2.167 -1.152 1.351 -0.13 -0.04 -0.02
H -2.951 -0.358 -0.042 -0.07 -0.06 0.04
H -1.548 1.238 -1.003 0.16 -0.13 0.05
H 2.312 0.753 -1.330 -0.20 -0.03 0.15
H 2.949 -0.216 0.712 0.02 -0.03 -0.07
H 2.070 1.297 1.038 0.01 -0.03 -0.03
H 1.237 -0.275 1.184 0.14 0.01 0.03
```
Forces are in eV/Å.

The HOMO-LUMO gap is 10.4 eV. Its energy above the lowest of the compared OMol25 structures with the same formula, charge and spin is 316.78 kJ/mol. The calculation puts the max |F| at 1.9 eV/Å. Its SMILES is C/N=C/ONC. As for the multiplicity: 1.